Entry A
Formula: C4H11N3O2
Source: the OMol25 dataset
Level of theory: ωB97M-V with the def2-TZVPD basis set

Element x y z (Å)
C -2.256 0.805 -0.302
C -0.020 1.221 -1.175
N -0.845 0.476 -0.463
N -0.589 2.288 -1.909
N 1.248 0.815 -1.211
H -0.379 -0.109 0.313
H -2.423 1.859 -0.449
H -2.642 0.848 0.738
H -1.222 1.882 -2.595
H 0.079 2.825 -2.437
H 1.535 0.343 -0.333
H 1.975 1.349 -1.666
H -2.928 0.084 -0.780
C 1.725 -2.511 1.841
C 0.607 -1.484 1.571
O 0.819 -0.268 1.212
O -0.505 -2.021 1.601
H 1.285 -3.508 1.807
H 1.885 -2.365 2.929
H 2.652 -2.529 1.309

Properties
- frontier orbital gap (eV) = 8.52
- HOMO (eV) = -8.3178
- net charge = 0

***

Entry B
Formula: C4H11N3O2
Source: the OMol25 dataset
Level of theory: ωB97M-V with the def2-TZVPD basis set

Element x y z (Å)
C 0.923 0.183 -2.225
C 1.579 -1.269 -0.208
N 0.537 -0.692 0.403
N 1.598 -1.013 -1.670
N 2.587 -1.961 0.361
H -1.024 0.351 0.017
H 0.527 -0.586 1.378
H 1.438 -1.986 -2.112
H 3.411 -2.154 -0.167
H 2.613 -1.872 1.365
H 1.202 0.348 -3.269
H 1.084 0.972 -1.609
H -0.217 -0.021 -2.170
C -2.575 1.078 1.911
C -2.113 1.924 0.823
O -1.546 1.217 -0.276
O -2.039 3.177 0.636
H -3.204 1.557 2.603
H -1.790 0.644 2.639
H -2.991 0.103 1.569

Properties
- frontier orbital gap (eV) = 9.85
- SMILES = [H]/N=C(\N)NC.CC(=O)O
- HOMO (eV) = -9.3055
- net charge = 0

***

Entry C
Formula: C4H11N3O2
Source: the OMol25 dataset
Level of theory: ωB97M-V with the def2-TZVPD basis set

Element x y z (Å)
C 1.746 1.909 -2.434
C 0.735 2.087 -1.482
O 1.314 2.039 -0.190
O -0.453 2.164 -1.597
H 2.706 2.290 -2.118
H 1.321 2.318 -3.362
H 2.126 0.813 -2.666
C -0.029 -3.535 1.671
C -0.754 -1.219 0.997
N -0.272 -2.042 1.813
N -1.429 -1.294 -0.253
N -0.819 0.170 1.504
H 0.809 1.384 0.459
H -0.021 -4.069 2.636
H 0.791 -3.956 1.266
H -1.833 -0.488 -0.760
H -2.157 -1.961 -0.180
H -0.471 0.246 2.423
H -1.757 0.498 1.576
H -0.950 -3.991 1.065

Properties
- frontier orbital gap (eV) = 10.16
- SMILES = CN=C(N)N.CC(=O)O
- HOMO (eV) = -9.4517
- net charge = 0

***

Entry D
Formula: C4H11N3O2
Source: the OMol25 dataset
Level of theory: ωB97M-V with the def2-TZVPD basis set

Element x y z (Å)
C -1.115 -1.111 -2.552
C -1.237 -1.056 -1.070
O -1.937 -0.016 -0.619
O -0.867 -1.958 -0.353
H -2.040 -0.769 -3.019
H -0.612 -1.997 -2.898
H -0.537 -0.236 -2.883
C 1.135 2.370 -0.291
C 1.086 0.468 1.190
N 1.658 -0.773 1.547
N 1.650 1.135 0.278
N -0.006 0.804 1.967
H 2.562 -0.721 1.087
H 1.251 -1.653 1.258
H -2.032 0.016 0.304
H -0.316 1.753 2.040
H -0.128 0.167 2.725
H 0.084 2.332 -0.639
H 1.536 2.280 -1.303
H 1.288 3.271 0.297

Properties
- frontier orbital gap (eV) = 9.44
- SMILES = CN=C(N)N.CC(=O)O
- HOMO (eV) = -8.7536
- net charge = 0

***

Sorted by energy, starting with the most stable: entry D, entry A, entry B, entry C.

***

Entry A
Formula: C4H11N3O2
Source: the OMol25 dataset
Level of theory: ωB97M-V with the def2-TZVPD basis set

Element x y z (Å)
C 0.472 -0.817 2.396
C -0.910 0.793 1.205
N -0.184 0.951 0.198
N -0.854 -0.352 2.107
N -1.630 1.795 1.810
H 0.437 0.309 -0.278
H -1.034 -1.872 -2.477
H -1.284 -0.384 3.023
H -2.477 1.603 2.312
H -1.930 2.465 1.030
H 1.103 -0.157 2.996
H 1.103 -1.064 1.550
H 0.515 -1.875 2.752
C 1.118 0.398 -2.731
C 0.813 -1.026 -2.581
O -0.509 -1.164 -2.932
O 1.486 -1.950 -2.221
H 0.726 1.120 -2.004
H 0.900 0.657 -3.737
H 2.138 0.573 -2.420

Properties
- frontier orbital gap (eV) = 9.96
- SMILES = [H]/N=C(/N)NC.CC(=O)O
- HOMO (eV) = -9.2454
- net charge = 0

***

Entry B
Formula: C4H11N3O2
Source: the OMol25 dataset
Level of theory: ωB97M-V with the def2-TZVPD basis set

Element x y z (Å)
C 2.104 -2.843 1.165
C 0.549 -0.916 0.940
N 0.153 0.125 1.789
N 1.812 -1.422 1.133
N -0.209 -1.249 -0.027
H -0.816 0.379 1.844
H 0.794 0.900 1.791
H 2.437 -0.907 1.729
H 0.069 -1.969 -0.677
H -1.634 -0.161 -0.399
H 3.094 -3.021 0.715
H 1.410 -3.396 0.531
H 2.022 -3.358 2.138
C -0.723 1.571 -2.609
C -1.141 1.718 -1.185
O -1.910 0.758 -0.645
O -0.933 2.685 -0.489
H 0.323 1.325 -2.735
H -0.793 2.536 -3.191
H -1.312 0.836 -3.173

Properties
- frontier orbital gap (eV) = 10.27
- SMILES = [H]/N=C(/N)NC.CC(=O)O
- HOMO (eV) = -9.5485
- net charge = 0

***

Sorted by energy, starting with the most stable: entry B, entry A.

***

Entry A
Formula: C4H11N3O2
Source: the OMol25 dataset
Level of theory: ωB97M-V with the def2-TZVPD basis set

Element x y z (Å)
C 0.734 -2.778 1.979
C 0.865 -1.341 1.500
O -0.256 -0.673 1.996
O 1.685 -0.765 0.867
H 0.649 -3.382 1.072
H -0.023 -3.009 2.710
H 1.739 -3.075 2.327
C -0.521 2.630 -0.012
C -0.524 0.757 -1.490
N -0.910 -0.567 -1.715
N -0.576 1.222 -0.319
N -0.474 1.503 -2.674
H -1.487 -0.860 -0.939
H -0.416 -1.287 -2.220
H -0.634 -0.159 1.265
H 0.250 2.186 -2.743
H -0.784 1.080 -3.536
H -1.416 3.150 -0.379
H 0.337 3.078 -0.523
H -0.448 2.741 1.063

Properties
- frontier orbital gap (eV) = 9.70
- SMILES = CN=C(N)N.CC(=O)O
- HOMO (eV) = -8.9108
- net charge = 0

***

Entry B
Formula: C4H11N3O2
Source: the OMol25 dataset
Level of theory: ωB97M-V with the def2-TZVPD basis set

Element x y z (Å)
C -0.812 -2.632 -0.424
C -0.953 -0.862 1.335
N -0.292 -0.006 2.078
N -0.264 -1.540 0.384
N -2.354 -1.149 1.613
H 1.128 1.660 0.992
H -0.635 0.314 2.991
H 0.591 -1.064 -0.116
H -2.471 -1.987 2.253
H -3.000 -1.182 0.859
H -0.062 -3.464 -0.578
H -1.382 -2.472 -1.442
H -1.843 -2.949 0.136
C 2.059 2.937 -1.804
C 1.293 1.896 -0.948
O 1.502 2.217 0.301
O 0.625 0.909 -1.338
H 1.532 3.156 -2.684
H 2.906 2.442 -2.121
H 2.433 3.775 -1.486

Properties
- frontier orbital gap (eV) = 9.26
- SMILES = [H]/N=C(\N)NC.CC(=O)O
- HOMO (eV) = -8.4154
- net charge = 0

***

Sorted by energy, starting with the most stable: entry A, entry B.

***

Entry A
Formula: C4H11N3O2
Source: the OMol25 dataset
Level of theory: ωB97M-V with the def2-TZVPD basis set

Element x y z (Å)
C -0.935 -3.488 -0.422
C -0.296 -2.120 -0.317
O -1.071 -1.100 -0.493
O 0.900 -2.061 -0.110
H -1.465 -3.762 0.476
H -0.180 -4.210 -0.666
H -1.660 -3.504 -1.219
C -1.135 1.770 1.132
C 0.925 1.484 -0.148
N -0.299 1.199 0.107
N 1.878 0.570 -0.424
N 1.391 2.816 -0.347
H -0.643 -0.130 -0.364
H -1.969 1.107 1.264
H -1.597 2.729 0.867
H 1.638 -0.402 -0.194
H 2.419 0.704 -1.221
H 0.571 3.394 -0.305
H 2.114 3.153 0.288
H -0.586 1.852 2.097

Properties
- frontier orbital gap (eV) = 10.00
- SMILES = CN=C(N)N.CC(=O)O
- HOMO (eV) = -9.2334
- net charge = 0

***

Entry B
Formula: C4H11N3O2
Source: the OMol25 dataset
Level of theory: ωB97M-V with the def2-TZVPD basis set

Element x y z (Å)
C -1.481 3.661 0.186
C -0.528 1.207 0.493
N -0.083 0.240 1.246
N -0.377 2.599 0.419
N -1.226 0.798 -0.660
H 0.451 0.322 2.056
H 0.221 -1.840 1.041
H 0.408 3.034 0.902
H -1.776 1.500 -1.082
H -1.560 -0.129 -0.602
H -2.494 3.328 0.056
H -1.093 4.334 -0.646
H -1.679 4.191 1.114
C 2.133 -3.561 -0.934
C 0.817 -3.008 -0.438
O 1.034 -2.268 0.735
O -0.371 -3.012 -0.822
H 1.832 -4.503 -1.402
H 2.888 -3.928 -0.183
H 2.884 -2.965 -1.480

Properties
- frontier orbital gap (eV) = 9.72
- SMILES = [H]/N=C(/N)NC.CC(=O)O
- HOMO (eV) = -8.9408
- net charge = 0

***

Entry C
Formula: C4H11N3O2
Source: the OMol25 dataset
Level of theory: ωB97M-V with the def2-TZVPD basis set

Element x y z (Å)
C 0.664 -2.263 0.253
N -0.371 -1.246 0.122
C -0.707 -0.371 1.325
O 0.156 -0.239 2.200
H -1.174 -1.542 -0.428
H -1.782 -0.407 1.586
H 1.226 -2.375 -0.674
H 0.209 -3.232 0.461
H 1.331 -1.987 1.068
C 1.229 0.679 -1.206
N -0.933 1.209 0.029
C -0.231 0.322 -1.118
N -0.373 2.446 0.422
O -0.964 -0.074 -2.010
H -1.920 1.286 -0.211
H -1.108 3.148 0.484
H 0.014 2.310 1.357
H 1.710 0.038 -1.943
H 1.302 1.731 -1.473
H 1.724 0.568 -0.242

Properties
- frontier orbital gap (eV) = 9.45
- SMILES = CC(=O)NN.CNC=O
- HOMO (eV) = -8.6506
- net charge = 0

***

Entry D
Formula: C4H11N3O2
Source: the OMol25 dataset
Level of theory: ωB97M-V with the def2-TZVPD basis set

Element x y z (Å)
C 1.552 0.093 3.244
C 0.655 -0.879 1.222
N -0.213 0.047 1.074
N 1.736 -0.805 2.108
N 0.696 -1.950 0.375
H 0.103 0.994 1.271
H -1.567 0.303 -0.552
H 2.091 -1.699 2.401
H 1.217 -2.732 0.720
H 0.403 -1.900 -0.580
H 0.521 0.153 3.607
H 1.842 1.094 2.915
H 2.163 -0.141 4.116
C -1.874 0.928 -3.714
C -1.206 1.286 -2.418
O -1.302 0.342 -1.484
O -0.574 2.299 -2.268
H -1.495 -0.008 -4.116
H -1.812 1.776 -4.389
H -2.934 0.799 -3.532

Properties
- frontier orbital gap (eV) = 9.69
- SMILES = [H]/N=C(/N)NC.CC(=O)O
- HOMO (eV) = -8.9502
- net charge = 0

***

Sorted by energy, starting with the most stable: entry A, entry D, entry B, entry C.

***

Entry A
Formula: C4H11N3O2
Source: the OMol25 dataset
Level of theory: ωB97M-V with the def2-TZVPD basis set

Element x y z (Å)
C 3.121 1.891 -0.351
C 1.910 1.090 -0.025
O 1.242 0.692 -1.092
O 1.586 0.800 1.115
H 3.006 2.592 -1.173
H 3.946 1.218 -0.600
H 3.496 2.498 0.475
C -2.025 -0.363 -1.709
C -1.409 -0.998 0.481
N -1.095 -0.412 -0.604
N -2.546 -1.729 0.662
N -0.683 -0.755 1.635
H 0.481 0.106 -0.787
H -2.755 0.392 -1.467
H -2.565 -1.282 -1.877
H -2.802 -2.279 -0.151
H -2.573 -2.251 1.521
H 0.111 -0.133 1.483
H -0.440 -1.590 2.140
H -1.535 -0.105 -2.640

Properties
- frontier orbital gap (eV) = 9.82
- SMILES = CN=C(N)N.CC(=O)O
- HOMO (eV) = -9.0123
- net charge = 0

***

Entry B
Formula: C4H11N3O2
Source: the OMol25 dataset
Level of theory: ωB97M-V with the def2-TZVPD basis set

Element x y z (Å)
C 1.264 2.196 1.932
C 0.146 1.869 1.014
O -0.809 1.200 1.319
O 0.253 2.404 -0.222
H 1.901 1.324 2.091
H 0.868 2.152 2.955
H 1.718 3.155 1.706
C -1.635 -0.507 -1.508
C 0.158 -1.800 -0.723
N 1.451 -2.381 -0.806
N -0.343 -1.145 -1.687
N -0.394 -1.912 0.526
H 1.388 -3.301 -1.218
H 2.102 -1.780 -1.283
H -0.571 2.093 -0.636
H -1.241 -1.439 0.787
H 0.022 -2.602 1.126
H -1.875 -0.189 -2.514
H -1.616 0.421 -0.927
H -2.458 -1.119 -1.117

Properties
- frontier orbital gap (eV) = 9.64
- SMILES = CN=C(N)N.CC(=O)O
- HOMO (eV) = -8.8095
- net charge = 0

***

Sorted by energy, starting with the most stable: entry A, entry B.